Density functional theory data (ωB97M-V/def2-TZVPD) for the ion C19H29N2O2 with charge +1.

* energy relative to the best compared isomer or geometry (same formula, charge and spin): 0.003 eV
* SMILES string: COc1ccc(C[N@H+]2CCC[C@H](C(=O)N3CCCCC3)C2)cc1
* maximum force: 0.80 eV Å⁻¹
* E_HOMO: -11.2 eV
* net charge: +1
* energy: -1001.2082 Ha

The geometry in XYZ format:
```
52
C19H29N2O2, DFT ωB97M-V/def2-TZVPD
O 2.89165 -2.14626 3.79889
O 0.52596 -0.00896 -1.48299
N 0.10582 2.19029 -1.47392
N -1.22339 -1.78390 -0.98070
C 0.60169 -2.72619 3.21581
C -0.95977 -3.03427 -0.22993
C -0.31889 -2.93166 2.20360
C -0.69176 3.38686 -1.29781
C 1.31319 4.55246 -0.36045
C 1.91377 -2.37574 2.90270
C 2.27492 -2.24151 1.55606
C -0.15216 4.20040 -0.11925
C -1.71455 0.61478 -0.91011
C 1.35527 -2.46039 0.55766
C -0.26584 0.93169 -1.29608
C 2.11531 3.28020 -0.61906
C 2.62169 -2.31442 5.17421
C -2.11255 -0.71559 -3.00778
C 0.04070 -2.80675 0.86980
C -1.76707 -0.70559 -0.13390
C -2.57667 0.47858 -2.17595
C -2.07539 -1.98618 -2.16561
C 1.49867 2.49503 -1.77435
H -2.78909 -0.86575 -3.84854
H -1.15585 -0.64343 0.77008
H 3.14774 3.52446 -0.86624
H -0.29107 -1.32013 -1.28800
H 1.85797 -1.61208 5.52115
H 1.53119 3.08770 -2.69290
H 1.71683 5.07992 0.50339
H 3.56024 -2.10573 5.68371
H 2.12002 2.65612 0.27700
H 0.28797 -2.84447 4.23995
H -2.79688 -0.94131 0.14991
H -0.60288 3.97975 -2.21440
H -3.08169 -2.25652 -1.83094
H -1.90374 -3.40515 0.17870
H -1.67162 -2.81216 -2.75378
H 2.30887 -3.33825 5.39714
H -3.61840 0.33921 -1.87933
H -2.51965 1.38715 -2.77540
H -1.74354 3.14835 -1.15499
H 2.02885 1.55645 -1.93549
H -1.33080 -3.20637 2.46473
H -1.11810 -0.52198 -3.41368
H -0.57407 -3.76889 -0.94159
H -0.24494 3.61455 0.79789
H 3.29362 -1.97563 1.32622
H 1.66253 -2.36453 -0.47299
H -2.11605 1.39467 -0.26195
H -0.74862 5.10536 -0.00646
H 1.39057 5.21581 -1.22401
```

Here are the natural (NBO) charges for atoms 1 to 8, given in e: atom 1 (O): -0.477, atom 2 (O): -0.691, atom 3 (N): -0.396, atom 4 (N): -0.413, atom 5 (C): -0.262, atom 6 (C): -0.226, atom 7 (C): -0.185, atom 8 (C): -0.215